# 1
Computed, not measured: 9 unconnected molecules or ions with the total composition C24H68N5O11, with wB97M-V/def2-TZVPD.

Its energy relative to the best compared isomer or geometry (same formula, charge and spin) is 3.392 eV. The calculated total energy comes out at -55948.82734 eV. For the HOMO-LUMO gap, the calculation gives 7.6 eV.

```
! RIJCOSX wB97M-V def2-TZVPD def2/J DEFGRID3
* xyz -1 1
C -0.539 -0.167 -0.841
O -0.138 -0.626 -1.780
O 0.154 -0.615 0.346
O -1.466 0.574 -0.762
H 0.943 -1.197 0.050
C 1.714 2.982 0.687
C 2.529 2.403 1.719
C 3.590 1.431 1.165
O 4.482 2.337 0.494
C 5.461 1.627 -0.381
N 3.113 3.362 2.588
H 2.384 3.404 0.026
H 1.027 3.763 0.980
H 1.027 2.087 0.386
H 1.919 1.744 2.399
H 3.064 0.611 0.708
H 4.197 0.989 2.060
H 5.090 1.076 -1.258
H 6.195 1.096 0.136
H 6.085 2.460 -0.720
H 3.821 3.547 2.067
H 3.490 3.006 3.514
C -2.956 5.482 -0.263
C -2.129 4.395 -0.818
C -0.678 4.661 -1.337
O -0.804 5.577 -2.434
C 0.435 6.139 -2.850
N -2.058 3.194 0.054
H -2.586 6.093 0.471
H -4.006 5.102 -0.018
H -2.994 6.272 -1.055
H -2.763 3.879 -1.511
H -0.080 3.749 -1.334
H -0.362 5.229 -0.591
H 1.322 5.233 -2.984
H 0.878 6.845 -2.180
H 0.199 6.648 -3.915
H -1.289 2.390 -0.126
H -3.000 2.823 0.040
C -3.377 -0.594 2.500
C -2.803 0.813 2.767
C -3.235 1.238 4.161
O -4.636 1.470 4.298
C -5.089 1.626 5.685
N -1.362 0.746 2.795
H -2.870 -0.905 1.563
H -4.224 -0.497 1.994
H -3.342 -1.377 3.218
H -3.134 1.639 2.008
H -2.718 1.968 4.393
H -2.938 0.520 4.943
H -6.114 1.960 5.637
H -4.431 2.411 6.132
H -4.844 0.497 6.121
H -1.254 1.548 2.878
H -0.857 0.348 1.910
C -3.892 -3.599 -1.024
C -2.530 -2.930 -1.007
C -1.363 -4.086 -1.084
O -1.589 -4.987 0.016
C -0.521 -5.877 -0.085
N -2.395 -2.141 -2.150
H -4.234 -4.212 -1.845
H -4.748 -3.069 -0.941
H -3.920 -4.418 -0.078
H -2.499 -2.482 -0.076
H -0.481 -3.443 -1.022
H -1.559 -4.596 -1.992
H 0.481 -5.297 -0.265
H -0.588 -6.635 -1.004
H -0.621 -6.457 0.917
H -1.382 -1.798 -2.138
H -2.949 -1.306 -1.998
C 2.834 -2.777 1.935
C 3.384 -2.498 0.435
C 4.351 -3.744 -0.026
O 5.490 -3.916 0.854
C 6.444 -4.853 0.400
N 2.193 -2.457 -0.378
H 2.117 -3.511 2.037
H 2.349 -1.853 2.356
H 3.752 -3.273 2.588
H 3.957 -1.601 0.481
H 4.696 -3.588 -0.990
H 3.757 -4.482 -0.016
H 6.010 -5.725 -0.198
H 7.319 -5.239 0.818
H 6.795 -4.316 -0.447
H 1.783 -3.225 -0.903
H 2.494 -2.072 -1.222
C -4.986 0.228 -1.210
O -4.126 1.277 -0.571
H -4.731 -0.763 -0.595
H -4.651 -0.046 -2.218
H -6.132 0.525 -1.061
H -3.253 1.073 -0.867
C 1.921 1.394 -3.073
O 0.709 1.110 -3.527
H 2.802 1.051 -3.693
H 2.041 0.828 -2.136
H 2.000 2.383 -2.444
H 0.138 0.550 -2.939
C 0.818 -2.937 -4.257
O 1.524 -2.117 -3.273
H -0.243 -3.023 -3.963
H 1.329 -3.905 -4.059
H 1.081 -2.627 -5.205
H 0.787 -1.554 -2.590
*
```

# 2
Computed, not measured: a molecular structure, C24H70BN6O6Pb, with wB97M-V/def2-TZVPD.

Its energy relative to the best compared isomer or geometry (same formula, charge and spin) is 3.586 eV. The calculated total energy comes out at -53160.74400 eV. For the HOMO-LUMO gap, the calculation gives 7.9 eV.

```
! RIJCOSX wB97M-V def2-TZVPD def2/J DEFGRID3
* xyz 1 1
Pb -1.307 -0.749 2.310
B 0.267 0.427 0.516
H -0.163 0.305 -0.466
H 1.199 0.968 0.463
H -0.426 0.981 1.130
H 0.472 -0.501 1.028
C 2.332 -2.817 4.661
C 1.055 -1.979 4.365
C 1.389 -0.455 4.447
O 0.312 0.329 3.957
C 0.276 1.725 4.348
N 0.707 -2.376 3.054
H 2.739 -2.696 5.666
H 3.115 -2.517 3.964
H 2.156 -3.892 4.618
H 0.236 -2.264 5.025
H 2.232 -0.298 3.774
H 1.638 -0.139 5.461
H -0.424 2.280 3.724
H 1.152 2.338 4.136
H 0.017 1.828 5.402
H 1.515 -2.165 2.486
H 0.591 -3.376 2.979
C -0.926 1.120 -3.221
C 0.538 0.735 -3.336
C 1.098 0.729 -4.805
O 0.506 -0.285 -5.641
C 0.827 -0.040 -6.948
N 1.304 1.634 -2.513
H -1.102 2.195 -3.230
H -1.381 0.654 -2.347
H -1.477 0.651 -4.036
H 0.828 -0.207 -2.872
H 2.170 0.533 -4.827
H 0.959 1.720 -5.238
H 0.416 0.940 -7.193
H 0.359 -0.774 -7.603
H 1.908 -0.072 -7.079
H 1.090 1.352 -1.567
H 0.793 2.498 -2.620
C -3.275 -4.998 1.881
C -2.425 -3.741 1.669
C -2.030 -3.662 0.125
O -1.279 -2.507 -0.077
C -0.689 -2.462 -1.380
N -3.211 -2.626 2.110
H -4.092 -4.994 1.160
H -3.694 -4.996 2.887
H -2.669 -5.903 1.828
H -1.483 -3.834 2.209
H -2.949 -3.586 -0.456
H -1.544 -4.576 -0.215
H -1.558 -2.353 -2.029
H -0.115 -3.351 -1.640
H -0.110 -1.554 -1.550
H -3.358 -2.599 3.108
H -4.140 -2.731 1.728
C -3.839 2.196 0.015
C -4.010 0.668 -0.164
C -4.223 0.306 -1.647
O -4.363 -1.128 -1.747
C -4.662 -1.564 -3.087
N -2.767 0.097 0.240
H -4.813 2.655 -0.153
H -3.021 2.683 -0.516
H -3.665 2.444 1.062
H -4.830 0.289 0.446
H -3.576 0.657 -2.451
H -5.198 0.691 -1.944
H -4.967 -2.610 -3.054
H -3.794 -1.440 -3.734
H -5.557 -1.028 -3.406
H -2.882 -0.811 -0.187
H -1.949 0.467 -0.224
C 2.641 5.387 0.933
C 1.609 4.260 1.117
C 0.272 4.714 1.446
O 0.139 5.356 2.676
C -1.272 5.573 2.982
N 1.647 3.453 -0.133
H 2.579 6.249 1.597
H 2.658 5.779 -0.084
H 3.643 4.971 1.038
H 1.980 3.619 1.916
H -0.414 3.868 1.403
H -0.020 5.415 0.664
H -1.474 6.164 3.875
H -1.734 4.589 3.070
H -1.767 6.026 2.124
H 1.354 2.509 0.074
H 2.576 3.297 -0.500
C 3.739 -2.010 0.870
C 4.125 -0.915 -0.123
C 3.709 -1.011 -1.568
O 4.060 -2.320 -2.292
C 3.642 -2.305 -3.685
N 3.712 0.327 0.478
H 4.235 -2.940 0.594
H 2.685 -2.287 0.865
H 4.164 -1.781 1.847
H 5.209 -1.027 -0.147
H 4.172 -0.168 -2.081
H 2.631 -0.854 -1.607
H 2.593 -2.602 -3.700
H 4.198 -3.052 -4.253
H 3.824 -1.344 -4.165
H 2.703 0.335 0.522
H 3.927 0.285 1.464
*
```